A 2-piece molecular cluster, CHIOS2 overall in a non-equilibrium geometry. Source: the Open Molecules 2025 dataset; level of theory: ωB97M-V/def2-TZVPD.

Each line ends with the Löwdin charge.
Geometry (Å):
C: -2.548 -1.020 0.009  -1.126
O: 0.241 0.531 -0.175  -0.650
S: -3.964 -0.780 -0.901  0.439
S: -3.686 -1.507 1.041  0.545
I: -1.311 1.782 0.204  0.877
H: 0.121 0.179 -1.002  -0.085

E_LUMO = -0.925 eV
2S+1 = 1
gap between HOMO and LUMO = 8.134 eV
E_HOMO = -9.1 eV
relative energy (zero: lowest compared OMol25 entry of this formula, charge and spin) = 100.72 kcal per mole
E_tot = -32867.2810 eV


A single C19H17N5 molecule in a non-equilibrium geometry. Source: the Open Molecules 2025 dataset; level of theory: ωB97M-V/def2-TZVPD.

Each line ends with the Löwdin charge.
Geometry (Å):
C: -5.272 -0.789 1.934  -0.059
C: -3.857 -0.320 1.821  -0.296
C: -3.602 0.998 1.410  -0.050
C: -2.323 1.454 1.192  -0.053
C: -1.215 0.587 1.254  -0.133
C: 0.110 1.030 0.571  -0.146
C: 1.303 0.332 1.141  -0.222
C: 2.376 1.110 1.676  -0.018
C: 3.614 0.531 1.943  -0.079
C: 3.723 -0.865 1.824  -0.083
C: 2.648 -1.663 1.362  -0.074
C: 1.443 -1.025 1.066  -0.121
N: 0.175 0.935 -0.930  0.058
C: -0.666 1.442 -1.864  -0.101
N: -0.307 1.100 -3.135  0.120
C: 0.868 0.418 -2.974  -0.229
C: 1.667 -0.105 -3.961  -0.357
N: 1.358 0.060 -5.244  0.164
N: 2.750 -0.817 -3.611  0.110
C: 3.007 -0.948 -2.329  -0.164
N: 2.256 -0.429 -1.277  0.127
C: 1.186 0.285 -1.652  -0.212
C: -1.452 -0.661 1.879  -0.019
C: -2.760 -1.140 2.053  -0.036
H: -5.242 -1.897 1.895  0.083
H: -5.797 -0.381 2.831  0.095
H: -5.796 -0.434 1.027  0.085
H: -4.442 1.666 1.277  0.113
H: -2.114 2.467 0.837  0.111
H: 0.177 2.162 0.556  0.164
H: 2.240 2.166 1.758  0.098
H: 4.452 1.154 2.285  0.105
H: 4.664 -1.347 2.126  0.100
H: 2.764 -2.737 1.207  0.106
H: 0.620 -1.676 0.636  0.139
H: -1.509 2.097 -1.660  0.125
H: 0.537 0.589 -5.496  0.104
H: 2.054 -0.316 -5.883  0.115
H: 3.927 -1.510 -2.103  0.112
H: -0.642 -1.352 2.139  0.096
H: -2.925 -2.172 2.418  0.121

E_LUMO = 0.703 eV
2S+1 = 1
gap between HOMO and LUMO = 8.625 eV
E_HOMO = -7.9 eV
relative energy (zero: lowest compared OMol25 entry of this formula, charge and spin) = 20.72 kcal per mole
E_tot = -27428.9510 eV


A 2-piece molecular cluster, C4H10S overall in a non-equilibrium geometry. Source: the Open Molecules 2025 dataset; level of theory: ωB97M-V/def2-TZVPD.

Each line ends with the Löwdin charge.
Geometry (Å):
C: 1.618 1.715 -0.925  -0.084
C: 0.337 1.892 -1.172  -0.083
H: 2.254 1.927 -1.779  0.049
H: 2.041 1.622 0.059  0.050
H: -0.040 1.991 -2.181  0.053
H: -0.397 1.737 -0.385  0.041
C: -1.494 -0.776 1.744  -0.415
S: -1.477 -1.941 0.350  0.728
C: 0.172 -1.665 -0.294  -0.451
H: -0.999 0.137 1.449  0.013
H: -2.540 -0.561 1.922  0.021
H: -1.091 -1.267 2.620  0.026
H: 0.189 -1.740 -1.381  0.032
H: 0.878 -2.402 0.066  0.025
H: 0.550 -0.669 -0.093  -0.005

E_LUMO = 1.063 eV
2S+1 = 1
gap between HOMO and LUMO = 9.474 eV
E_HOMO = -8.4 eV
relative energy (zero: lowest compared OMol25 entry of this formula, charge and spin) = 29.64 kcal per mole
E_tot = -15144.0821 eV


A 2-piece molecular cluster, C3H4FN3O2 overall in a non-equilibrium geometry. Source: the Open Molecules 2025 dataset; level of theory: ωB97M-V/def2-TZVPD.

Each line ends with the Löwdin charge.
Geometry (Å):
C: -1.626 -1.706 2.002  -0.241
C: 0.202 0.802 0.032  -0.101
C: -0.752 -1.234 1.004  -0.048
N: -2.329 -1.974 2.838  0.221
N: -0.787 0.158 0.727  -0.097
N: 0.857 -1.432 2.366  -0.309
O: 1.717 -0.667 2.079  0.057
O: 0.620 -2.090 3.317  0.089
F: -1.128 0.844 2.040  -0.048
H: -0.199 1.091 -1.033  0.135
H: 0.395 1.744 0.528  0.100
H: 1.163 0.210 0.067  0.098
H: -0.420 -1.831 0.166  0.143

E_LUMO (spin up / spin down) = -0.980 / -0.980 eV
2S+1 = 1
gap between HOMO and LUMO (spin up / spin down) = 8.268 / 8.270 eV
E_HOMO (spin up / spin down) = -9.2 / -9.3 eV
relative energy (zero: lowest compared OMol25 entry of this formula, charge and spin) = 28.31 kcal per mole
E_tot = -14450.9897 eV


A 2-piece molecular cluster, H2N5O2 overall in a non-equilibrium geometry. Source: the Open Molecules 2025 dataset; level of theory: ωB97M-V/def2-TZVPD.

Each line ends with the Löwdin charge.
Geometry (Å):
N: -1.716 -0.513 -0.053  0.083
N: 0.171 -0.527 -0.608  -0.098
N: 0.981 0.069 0.241  -0.228
N: -2.411 0.211 -0.648  -0.349
N: 1.820 -0.459 1.061  -0.147
O: -2.515 1.059 -1.545  -0.140
O: 2.438 0.545 1.664  -0.335
H: 0.223 -1.546 -0.424  0.036
H: 1.008 1.160 0.312  0.178

E_LUMO (spin up / spin down) = 4.666 / 4.666 eV
2S+1 = 1
gap between HOMO and LUMO (spin up / spin down) = 7.310 / 7.306 eV
total charge = -1
E_HOMO (spin up / spin down) = -2.6 / -2.6 eV
relative energy (zero: lowest compared OMol25 entry of this formula, charge and spin) = 37.91 kcal per mole
E_tot = -11572.5240 eV


A single C7H12N2 molecule in a non-equilibrium geometry. Source: the Open Molecules 2025 dataset; level of theory: ωB97M-V/def2-TZVPD.

Each line ends with the Löwdin charge.
Geometry (Å):
H: 0.362 0.688 1.352  0.092
N: -0.203 -0.279 1.786  0.138
C: -0.734 -0.885 0.846  -0.371
C: -1.491 -2.168 1.006  -0.063
C: -0.582 -0.333 -0.689  -0.301
C: -1.389 -1.048 -1.731  -0.048
N: 0.110 0.657 -0.968  0.152
C: 1.026 1.477 0.098  -0.404
C: 0.695 2.751 0.345  0.038
C: 2.458 1.028 -0.034  -0.066
H: -1.444 -2.479 2.047  0.077
H: -1.067 -2.951 0.378  0.078
H: -2.535 -2.025 0.724  0.079
H: -2.442 -1.056 -1.465  0.080
H: -1.049 -2.078 -1.820  0.079
H: -1.267 -0.553 -2.690  0.078
H: 1.439 3.487 0.602  0.063
H: -0.337 3.052 0.424  0.066
H: 3.142 1.836 0.219  0.076
H: 2.638 0.177 0.625  0.078
H: 2.669 0.703 -1.054  0.079

E_LUMO = 0.761 eV
2S+1 = 1
gap between HOMO and LUMO = 9.162 eV
E_HOMO = -8.4 eV
relative energy (zero: lowest compared OMol25 entry of this formula, charge and spin) = 55.61 kcal per mole
E_tot = -10431.0657 eV